[1]
118
Properties=species:S:1:pos:R:3:forces:R:3 method="wB97M-V/def2-TZVPD" e_lumo_ev="-5.785 / -5.615" multiplicity=1 charge=+2 homo_lumo_gap_ev="5.778 / 6.072"
Ir -1.4052 -0.8329 -1.8008 -0.212 -0.122 0.504
N 0.6680 -0.9380 -2.0555 0.150 -0.128 0.139
S 2.0090 -0.7540 -1.5428 -0.010 0.057 -0.144
N 2.3491 0.4782 -0.4922 -0.269 0.221 0.008
S 2.0845 0.4121 1.0214 0.153 -0.208 -0.026
N 1.0880 -0.6345 1.5908 -0.137 0.173 0.153
S -0.5282 -0.7119 1.4472 0.019 -0.106 -0.154
N -1.2527 -0.8602 0.1944 0.205 0.150 -0.212
C -1.1912 0.6194 2.4354 0.025 -0.009 -0.025
C -2.3540 1.2124 1.9695 0.027 0.009 -0.083
C -2.9431 2.2177 2.7222 0.022 0.025 0.038
C -2.3690 2.6080 3.9242 -0.012 0.014 -0.019
C -1.2083 1.9949 4.3841 0.026 -0.002 0.002
C -0.6135 0.9867 3.6432 0.033 0.007 0.006
C -0.8058 -2.1341 2.4864 0.006 0.036 0.076
C 0.2111 -2.9682 2.9236 -0.009 -0.041 -0.084
C -0.1231 -4.0890 3.6743 0.013 -0.008 -0.004
C -1.4484 -4.3563 3.9847 -0.005 0.007 0.017
C -2.4591 -3.5131 3.5348 0.011 -0.007 0.011
C -2.1423 -2.3965 2.7789 -0.004 0.013 0.020
C 1.6972 2.0621 1.5038 -0.016 -0.026 -0.017
C 0.6743 2.6924 0.8092 -0.010 -0.023 -0.017
C 0.2531 3.9358 1.2460 -0.019 -0.008 -0.007
C 0.8623 4.5350 2.3419 0.016 0.005 0.017
C 1.8972 3.8964 3.0115 -0.036 0.029 0.006
C 2.3172 2.6405 2.6027 0.045 -0.038 0.036
C 3.5818 0.0128 1.8725 -0.037 -0.053 0.038
C 3.5585 -0.7320 3.0421 -0.014 -0.012 -0.008
C 4.7614 -1.0177 3.6700 0.031 0.002 0.001
C 5.9547 -0.5530 3.1328 -0.004 -0.009 0.005
C 5.9580 0.2033 1.9662 0.009 0.003 0.002
C 4.7654 0.4910 1.3243 -0.009 0.052 0.014
C 2.7465 -2.1862 -0.7612 -0.030 -0.003 -0.059
C 4.1018 -2.2260 -0.4623 0.016 -0.015 -0.002
C 4.6122 -3.3504 0.1663 0.010 0.008 0.000
C 3.7735 -4.4148 0.4797 -0.010 0.002 0.000
C 2.4229 -4.3635 0.1615 0.020 -0.007 0.014
C 1.9021 -3.2426 -0.4697 -0.072 -0.018 0.009
C 3.1681 -0.3396 -2.8247 0.022 -0.012 0.039
C 3.0930 -1.1366 -3.9610 -0.018 -0.012 -0.015
C 3.9338 -0.8668 -5.0273 0.016 0.005 -0.001
C 4.8334 0.1911 -4.9529 -0.017 -0.003 -0.002
C 4.8916 0.9825 -3.8150 0.006 -0.007 -0.016
C 4.0570 0.7191 -2.7373 -0.011 0.041 -0.001
H -2.7850 0.8800 1.0330 0.005 -0.014 -0.004
H -3.8544 2.6869 2.3741 0.001 -0.006 0.014
H -2.8319 3.3879 4.5148 0.005 -0.007 -0.009
H -0.7702 2.3004 5.3252 -0.009 -0.009 -0.009
H 0.2845 0.4966 3.9998 -0.010 -0.002 -0.004
H 1.2388 -2.7647 2.6589 0.002 0.010 0.011
H 0.6595 -4.7525 4.0187 -0.009 0.007 0.002
H -1.6974 -5.2249 4.5802 -0.001 0.007 -0.005
H -3.4922 -3.7215 3.7785 0.005 0.001 -0.001
H -2.9227 -1.7314 2.4255 0.011 -0.003 0.014
H 0.2259 2.2189 -0.0564 0.027 0.008 0.012
H -0.5502 4.4423 0.7281 0.010 0.012 -0.007
H 0.5326 5.5115 2.6721 0.008 -0.009 -0.006
H 2.3794 4.3742 3.8538 -0.010 -0.008 -0.011
H 3.1172 2.1346 3.1265 -0.022 0.013 -0.007
H 2.6208 -1.0866 3.4462 0.007 0.009 -0.002
H 4.7661 -1.6022 4.5802 0.000 0.005 -0.009
H 6.8900 -0.7782 3.6282 -0.010 0.003 -0.006
H 6.8905 0.5663 1.5553 -0.009 -0.003 0.006
H 4.7518 1.0744 0.4124 0.001 -0.015 0.007
H 4.7512 -1.3993 -0.7228 -0.009 -0.028 -0.029
H 5.6675 -3.4038 0.3996 -0.007 0.001 -0.003
H 4.1822 -5.2955 0.9582 -0.006 0.011 0.001
H 1.7761 -5.2005 0.3923 0.004 0.001 -0.010
H 0.8554 -3.1776 -0.7422 0.039 0.010 0.010
H 2.3789 -1.9502 -4.0091 0.019 0.014 0.001
H 3.8884 -1.4805 -5.9171 0.002 0.007 0.009
H 5.4875 0.4006 -5.7890 -0.004 -0.003 0.006
H 5.5832 1.8131 -3.7659 -0.001 -0.009 0.001
H 4.0729 1.3485 -1.8596 0.001 -0.005 -0.007
S -3.6688 -0.7266 -1.7005 0.097 0.064 0.011
C -3.7175 1.0075 -1.5411 -0.060 -0.099 0.057
N -4.8727 1.5859 -1.2012 0.029 0.164 -0.124
N -4.9213 2.8707 -1.1607 0.053 -0.220 0.125
C -6.0897 3.5696 -0.8045 -0.124 0.059 0.058
C -7.2021 2.9005 -0.3047 0.001 0.020 -0.077
C -8.3255 3.6379 0.0272 0.002 -0.014 0.004
C -8.3384 5.0189 -0.1276 0.008 0.019 0.010
C -7.2194 5.6729 -0.6241 -0.023 0.008 -0.009
C -6.0890 4.9510 -0.9674 0.037 -0.048 0.016
N -2.6639 1.7774 -1.8508 0.116 -0.058 -0.139
N -1.5667 1.1587 -2.1368 -0.194 0.130 -0.005
C -0.5659 2.0250 -2.6879 0.106 0.133 0.018
C -0.4829 3.3586 -2.2876 0.098 -0.125 0.006
C 0.4826 4.1843 -2.8364 -0.003 0.013 -0.012
C 1.3533 3.6987 -3.8035 -0.006 0.003 -0.007
C 1.2413 2.3836 -4.2298 0.033 -0.001 0.001
C 0.2849 1.5460 -3.6785 -0.074 0.052 0.060
H -4.0782 3.3981 -1.3785 -0.009 0.022 -0.126
H -7.1842 1.8255 -0.1992 0.004 0.002 0.017
H -9.2013 3.1295 0.4077 0.013 0.003 0.004
H -9.2216 5.5843 0.1368 0.006 -0.007 -0.010
H -7.2298 6.7463 -0.7557 0.003 -0.008 0.006
H -5.2187 5.4527 -1.3755 -0.003 -0.003 0.012
H -1.1652 3.7400 -1.5423 -0.048 -0.016 0.032
H 0.5494 5.2155 -2.5145 0.006 -0.006 -0.002
H 2.1001 4.3505 -4.2371 -0.003 -0.006 0.002
H 1.8959 2.0026 -5.0040 -0.013 0.011 0.007
H 0.1832 0.5349 -4.0391 -0.007 -0.087 0.034
C -1.8720 -5.8686 0.3916 -0.005 0.012 0.016
C -1.5857 -4.9030 -0.7059 0.017 -0.004 0.000
C -1.2223 -5.0886 -2.0251 0.033 -0.018 0.001
C -1.1159 -3.8071 -2.5861 0.029 -0.044 0.010
N -1.3914 -2.8993 -1.6534 -0.001 0.046 -0.160
N -1.6741 -3.5746 -0.5234 -0.089 0.075 -0.024
C -0.7811 -3.4136 -3.9837 0.006 0.013 -0.010
H -1.2165 -6.7339 0.3151 -0.004 -0.003 -0.003
H -2.9013 -6.2244 0.3334 0.001 0.007 -0.003
H -1.7255 -5.4055 1.3687 0.005 -0.016 -0.038
H -1.0588 -6.0291 -2.5240 -0.004 0.018 0.009
H -1.9165 -3.0476 0.3036 0.026 -0.031 -0.013
H -0.0891 -4.1284 -4.4257 -0.013 -0.023 0.002
H -0.3175 -2.4264 -4.0068 0.000 -0.013 0.015
H -1.6792 -3.3906 -4.6030 -0.005 -0.004 0.005

[2]
120
Properties=species:S:1:pos:R:3:forces:R:3 method="wB97M-V/def2-TZVPD" e_lumo_ev=-1.072 multiplicity=1 smiles="O=C=Nc1cc(P(O)I)cc2nccnc12.c1ccncc1.c1ccncc1.c1ccncc1.c1ccncc1.c1ccncc1.c1ccncc1.c1ccncc1.c1ccncc1.c1ccncc1" homo_lumo_gap_ev=7.044
O 4.1203 3.7336 0.1444 -3.563 -4.266 -5.461
C 3.5937 3.1195 -0.8151 3.005 3.853 -0.321
N 3.2643 2.7941 -2.0618 -0.282 -1.051 6.732
C 2.4747 1.5118 -1.8621 -3.432 -1.568 -0.111
C 0.9123 1.6325 -1.9583 2.938 -3.205 0.781
C 0.0552 0.3286 -1.7120 4.729 -0.134 0.480
P -1.8335 0.2166 -1.7247 -0.447 -0.450 -0.514
O -2.5570 1.5249 -2.5711 0.943 -0.444 1.151
I -2.4631 0.6253 0.6607 0.287 0.208 -0.384
C 0.8299 -1.0019 -1.3950 0.103 2.620 -0.516
C 2.4085 -1.1187 -1.3024 -1.321 1.231 -0.270
N 2.9603 -2.4203 -0.9918 4.065 4.026 -0.767
C 4.3931 -2.3572 -0.9433 -1.711 1.530 -0.243
C 5.2393 -1.0574 -1.1607 -2.290 0.795 -0.382
N 4.6978 0.2323 -1.4775 -1.992 -5.161 1.198
C 3.2539 0.1698 -1.5389 -1.262 0.315 -0.222
H 0.4022 2.6348 -2.2020 1.080 -1.787 0.466
H -3.4196 1.7921 -2.1783 0.932 -0.377 -0.162
H 0.2140 -1.9592 -1.1845 1.198 1.756 -0.455
H 4.9560 -3.3430 -0.7218 -1.084 1.817 -0.508
H 6.3879 -1.1417 -1.0587 -2.189 0.258 -0.259
C -5.8450 0.8248 5.7399 -0.090 0.258 -0.042
C -5.5524 -0.5092 5.9850 0.016 0.124 -0.050
C -4.4145 -1.0477 5.4056 0.453 0.239 -0.386
N -3.5773 -0.3540 4.6153 -0.570 0.286 0.263
C -3.8852 0.9349 4.3933 0.263 -0.566 -0.001
C -4.9965 1.5661 4.9288 -0.009 -0.205 0.064
H -6.7265 1.2825 6.1771 0.154 -0.162 0.007
H -6.1935 -1.1166 6.6122 0.011 0.055 -0.025
H -4.1414 -2.0854 5.5699 -0.047 0.024 0.018
H -3.1936 1.4709 3.7500 -0.022 0.045 0.046
H -5.1945 2.6098 4.7172 0.032 -0.054 -0.009
C -11.3903 1.0859 7.7451 -0.075 0.007 0.012
C -10.9114 0.9820 6.4469 -0.044 0.003 0.150
C -9.5437 0.8640 6.2605 0.522 -0.028 0.349
N -8.6502 0.8477 7.2646 -0.932 0.058 0.219
C -9.1413 0.9516 8.5114 0.369 -0.054 -0.471
C -10.4906 1.0700 8.8019 -0.082 -0.002 -0.135
H -12.4550 1.1786 7.9319 0.080 -0.006 -0.015
H -11.5853 0.9921 5.5991 0.068 -0.007 0.034
H -9.1208 0.7767 5.2643 -0.053 0.008 -0.003
H -8.3985 0.9380 9.3030 -0.072 0.003 0.004
H -10.8301 1.1484 9.8274 0.050 -0.005 -0.054
C 5.8726 4.9030 -5.9563 -0.019 0.104 0.005
C 6.4937 3.9138 -6.7062 -0.062 0.083 0.073
C 6.4160 2.6052 -6.2575 -0.283 -0.286 0.516
N 5.7766 2.2360 -5.1344 0.100 0.690 -0.330
C 5.1852 3.2140 -4.4260 0.231 -0.661 -0.104
C 5.2032 4.5504 -4.7927 0.131 0.028 -0.221
H 5.9102 5.9392 -6.2757 0.003 -0.071 0.015
H 7.0256 4.1540 -7.6187 -0.026 -0.035 0.045
H 6.8826 1.7962 -6.8108 0.010 0.066 -0.028
H 4.6773 2.8893 -3.5217 0.219 0.141 -0.329
H 4.7073 5.2968 -4.1841 0.011 -0.068 -0.008
C 7.4687 -7.3300 -3.3486 0.014 -0.090 -0.004
C 8.1442 -6.1461 -3.0888 -0.099 -0.116 -0.016
C 7.4522 -5.1212 -2.4640 -0.605 0.107 0.217
N 6.1614 -5.2048 -2.0972 0.394 -0.497 -0.287
C 5.5313 -6.3626 -2.3627 0.129 0.534 0.175
C 6.1358 -7.4454 -2.9793 0.187 0.044 0.003
H 7.9763 -8.1560 -3.8351 -0.055 0.073 0.014
H 9.1842 -6.0224 -3.3648 -0.059 0.020 0.028
H 7.9372 -4.1770 -2.2364 0.043 -0.049 -0.036
H 4.4901 -6.4024 -2.0584 0.042 -0.043 -0.033
H 5.5800 -8.3555 -3.1671 0.012 0.100 -0.021
C -1.1715 -5.7369 -3.7869 0.022 -0.069 -0.026
C -1.0390 -4.5519 -4.4969 -0.016 -0.126 0.086
C -1.5330 -3.3887 -3.9287 -0.294 0.184 0.539
N -2.1378 -3.3403 -2.7294 0.226 -0.657 -0.288
C -2.2543 -4.5023 -2.0642 -0.032 0.588 -0.159
C -1.7903 -5.7162 -2.5446 0.072 0.008 -0.156
H -0.7962 -6.6682 -4.1978 -0.023 0.071 0.030
H -0.5624 -4.5321 -5.4693 -0.024 0.028 0.062
H -1.4504 -2.4365 -4.4433 0.027 -0.041 -0.020
H -2.7482 -4.4350 -1.0997 0.031 -0.047 -0.023
H -1.9098 -6.6224 -1.9635 -0.004 0.070 -0.011
C 7.1456 -6.4963 -8.8229 0.045 0.031 -0.069
C 6.5943 -7.7613 -8.6766 0.052 0.127 -0.007
C 5.9972 -8.0801 -7.4676 -0.096 0.311 0.556
N 5.9230 -7.2362 -6.4239 0.317 0.137 -0.671
C 6.4664 -6.0188 -6.5925 -0.301 -0.491 0.272
C 7.0820 -5.6035 -7.7623 0.005 -0.124 -0.122
H 7.6208 -6.2087 -9.7549 -0.036 -0.022 0.068
H 6.6273 -8.4832 -9.4834 -0.017 0.027 0.061
H 5.5493 -9.0555 -7.3058 0.030 0.015 -0.064
H 6.3947 -5.3580 -5.7339 0.025 0.011 -0.043
H 7.5015 -4.6081 -7.8424 -0.039 -0.053 0.034
C -6.0973 -2.2104 -2.3745 0.026 -0.089 -0.041
C -5.4158 -1.0297 -2.1168 -0.056 -0.039 -0.025
C -6.1026 0.0010 -1.4946 -0.652 -0.047 0.154
N -7.3934 -0.0742 -1.1284 0.337 -0.491 -0.316
C -8.0294 -1.2279 -1.3913 0.180 0.583 0.186
C -7.4311 -2.3166 -2.0053 0.161 0.049 -0.029
H -5.5936 -3.0405 -2.8587 0.005 0.077 0.040
H -4.3746 -0.9129 -2.3927 -0.025 -0.080 0.030
H -5.6124 0.9431 -1.2686 0.016 -0.030 0.026
H -9.0711 -1.2609 -1.0873 0.039 -0.051 -0.026
H -7.9929 -3.2238 -2.1908 0.007 0.063 0.021
C 1.2720 5.9125 2.9743 -0.005 0.023 -0.005
C 1.8988 4.9309 2.2192 -0.102 0.150 0.059
C 1.8211 3.6182 2.6565 -0.290 -0.311 0.499
N 1.1764 3.2387 3.7731 0.027 0.670 -0.214
C 0.5800 4.2093 4.4860 0.258 -0.556 -0.261
C 0.5971 5.5488 4.1315 0.066 0.096 -0.075
H 1.3092 6.9515 2.6642 -0.013 -0.068 0.025
H 2.4349 5.1795 1.3120 -0.017 -0.052 0.087
H 2.2919 2.8148 2.0992 0.015 0.065 -0.004
H 0.0688 3.8755 5.3836 -0.003 0.066 -0.027
H 0.0964 6.2893 4.7441 -0.027 -0.027 -0.016
C -0.8684 9.2804 8.9580 0.008 0.030 0.077
C -2.0785 9.0250 8.3286 0.145 0.023 0.049
C -2.0528 8.5384 7.0316 0.423 -0.158 -0.447
N -0.9229 8.3018 6.3434 0.036 0.227 0.691
C 0.2344 8.5594 6.9763 -0.443 -0.158 -0.418
C 0.3145 9.0435 8.2720 -0.142 0.032 0.066
H -0.8472 9.6608 9.9737 -0.001 -0.030 -0.075
H -3.0203 9.1996 8.8342 0.043 -0.024 -0.053
H -2.9727 8.3203 6.4984 0.008 0.025 0.065
H 1.1314 8.3617 6.3975 0.004 0.012 0.074
H 1.2763 9.2312 8.7331 -0.046 -0.021 -0.054